Density functional theory data (the ωB97M-V functional and the def2-TZVPD basis) for a cluster of 6 separate species, C16H40ClF2NO10S2 in total in a non-equilibrium geometry.

The geometry in XYZ format:
```
72
Properties=species:S:1:pos:R:3:forces:R:3
O 1.813961 4.863954 -1.140244 -2.1 2.4 -0.8
C 2.768203 4.218847 -1.125079 1.0 -3.0 1.1
F 3.910786 4.550639 -1.755836 -0.2 -0.2 0.3
C 2.751967 2.897941 -0.312192 1.6 0.3 1.1
N 1.575552 2.064627 -0.632359 1.5 0.4 0.6
C 1.484889 1.660596 -2.057336 0.0 -1.4 -0.4
C 2.846038 1.350732 -2.762013 -0.3 0.5 -0.7
C 2.602256 0.361791 -3.954137 -0.4 0.5 0.4
C 3.093481 -1.086872 -3.686622 -1.3 -0.6 -1.4
S 4.853424 -1.167981 -3.277584 1.1 2.2 2.3
O 5.562043 -0.093766 -3.922155 -0.5 -1.1 -1.6
O 5.035303 -1.051787 -1.851580 -0.8 -1.2 -0.2
Cl 5.601256 -3.033850 -3.795822 -0.6 0.7 -0.2
S 1.393516 0.765440 0.399245 -2.6 -1.9 -0.4
O 1.827922 -0.483029 -0.142610 1.5 0.6 0.1
O 0.002416 0.702459 0.738288 0.2 0.9 0.7
F 2.168490 1.050777 1.766294 -0.2 0.5 -1.7
H 2.624706 3.227822 0.761177 0.3 -0.1 -1.5
H 3.726012 2.364653 -0.344241 -0.6 0.2 -0.5
H 0.942165 2.427034 -2.644201 0.3 -0.1 0.7
H 0.846423 0.749281 -2.087025 0.3 0.6 0.0
H 3.200281 2.310846 -3.199080 0.1 -0.6 0.4
H 3.639672 0.970764 -2.094662 -0.6 0.2 -0.1
H 1.486642 0.307183 -4.098745 1.1 -0.3 -0.1
H 3.005397 0.780196 -4.896427 0.0 -0.4 0.6
H 2.437745 -1.569576 -2.932322 1.0 0.2 0.0
H 2.926475 -1.669453 -4.621172 0.4 0.3 0.5
C 0.883130 6.287382 3.086669 0.1 0.0 0.1
C 1.072952 5.677583 1.711646 -0.2 0.0 0.3
O 1.796131 4.446980 1.805332 -0.2 0.2 0.5
H 1.849249 6.470040 3.560643 0.0 0.1 -0.1
H 0.338098 7.230672 3.022826 0.0 0.0 0.0
H 0.329952 5.606472 3.738517 -0.1 0.0 -0.1
H 1.642677 6.348524 1.070674 0.1 -0.2 0.0
H 0.108221 5.482921 1.235659 0.0 0.1 -0.1
H 1.281919 3.851475 2.367548 0.0 0.1 0.0
C -2.448027 -0.582453 -3.597958 0.0 0.0 0.1
C -1.622331 0.276245 -4.533367 -0.3 -0.4 -0.1
O -0.623703 -0.509667 -5.182338 0.3 0.1 0.0
H -1.807252 -1.051299 -2.848739 -0.1 0.0 0.0
H -3.210074 0.011436 -3.089688 0.0 0.0 0.0
H -2.940875 -1.389306 -4.145993 -0.1 0.1 0.0
H -1.115400 1.065010 -3.975313 0.1 0.0 -0.1
H -2.252666 0.743430 -5.296499 0.0 0.1 0.1
H -1.073292 -1.199060 -5.684020 0.1 0.1 0.1
C -2.467392 -0.322938 3.933194 0.0 -0.1 0.1
C -2.317682 1.175303 3.746803 0.2 -0.2 -0.3
O -0.969912 1.510471 3.440097 0.1 0.1 0.1
H -1.815364 -0.674399 4.735328 -0.1 0.1 0.0
H -3.499090 -0.586498 4.176487 0.0 0.0 0.0
H -2.174977 -0.855134 3.025530 -0.1 0.0 0.0
H -2.590521 1.702855 4.661398 0.1 0.1 0.0
H -2.963314 1.531874 2.936834 -0.2 0.0 0.1
H -0.730804 1.051076 2.622645 0.0 0.1 0.0
C -2.511996 -2.829565 0.793486 -0.1 0.0 0.1
C -1.929237 -3.886217 -0.124803 0.3 0.4 0.2
O -1.209797 -3.269948 -1.191126 0.0 0.0 -0.3
H -3.178678 -2.166153 0.238402 0.0 -0.1 0.0
H -3.070861 -3.288524 1.610666 0.0 0.0 0.0
H -1.718689 -2.206297 1.215855 0.0 -0.1 0.0
H -2.722147 -4.492319 -0.561695 0.1 0.0 -0.1
H -1.252594 -4.547540 0.423200 -0.2 -0.1 0.1
H -0.504005 -2.742023 -0.798220 -0.1 -0.1 0.0
C -3.694437 -5.266412 4.565721 -0.1 0.0 0.0
C -3.105546 -6.317034 3.642928 0.2 0.3 0.2
O -2.383257 -5.702452 2.579364 -0.1 -0.1 -0.1
H -4.360428 -4.602002 4.011993 0.0 -0.1 0.0
H -4.256045 -5.730153 5.378830 0.0 0.0 0.0
H -2.905477 -4.643805 4.995834 0.0 -0.1 0.1
H -3.895978 -6.922119 3.199357 0.1 0.0 -0.1
H -2.429543 -6.980377 4.192040 -0.1 -0.1 0.1
H -1.677958 -5.175324 2.972692 -0.1 -0.1 -0.1
```
Forces are in eV/Å.

## Properties
LUMO level (eV): -0.19
HOMO level (eV): -10.1
Multiplicity: 1
SMILES string: O=C(F)CN(CCCCS(=O)(=O)Cl)S(=O)(=O)F.CCO.CCO.CCO.CCO.CCO

Here are the Löwdin charges for atoms 1 to 4, given in e: number 1, O, carries 0.20; number 2, C, carries -0.45; number 3, F, carries 0.12; number 4, C, carries -0.12

=====

Density functional theory data (the ωB97M-V functional and the def2-TZVPD basis) for a cluster of 3 separate species, C16H41B3N2O7 in total.

The geometry in XYZ format:
```
69
Properties=species:S:1:pos:R:3:forces:R:3
C -4.906560 0.247857 -4.087862 0.0 0.0 0.0
C -5.455788 -1.086081 -3.562373 0.0 0.0 0.1
C -6.376743 -1.788877 -4.557580 0.0 -0.1 -0.1
C -4.329330 -2.011301 -3.079758 -0.1 0.0 0.0
B -3.224299 -2.435657 -4.101154 -0.1 -0.3 0.0
O -3.351536 -2.293303 -5.473590 0.0 0.4 0.0
B -2.278229 -2.452323 -6.313379 0.0 -0.3 0.0
O -1.104307 -2.972610 -5.815737 0.1 0.4 0.0
B -0.954574 -3.099241 -4.453065 0.0 -0.3 0.1
O -2.043248 -2.997500 -3.625624 0.1 0.4 0.0
H -4.805038 0.975094 -3.281352 0.1 0.0 0.0
H -3.926104 0.136449 -4.554837 0.0 0.0 -0.1
H -5.573606 0.684239 -4.833235 0.0 0.0 0.0
H -6.065637 -0.856737 -2.684123 0.0 0.0 0.0
H -7.086572 -1.083633 -4.993157 0.0 0.0 0.0
H -6.956355 -2.568535 -4.057687 0.1 0.0 0.0
H -5.818501 -2.252699 -5.372058 0.0 0.1 0.0
H -4.763394 -2.942379 -2.687984 0.0 0.0 0.0
H -3.814673 -1.565026 -2.221358 0.0 0.0 0.0
H -2.353710 -2.131132 -7.452895 0.0 -0.1 0.0
H 0.128146 -3.264804 -3.990185 0.0 -0.1 0.0
C 3.454815 -1.864239 -2.669115 0.0 0.0 0.0
O 3.186230 -1.717346 -1.291888 -0.1 0.0 0.0
C 3.835289 -0.615516 -0.669436 0.1 0.0 0.0
C 2.834160 0.430873 -0.234858 0.0 0.0 0.0
N 2.236816 1.092831 -1.384333 -0.1 -0.1 0.0
C 1.140389 1.996609 -1.064322 0.0 0.1 0.0
C -0.082974 1.418384 -0.362546 0.0 0.0 0.0
O -0.825084 0.505412 -1.151347 0.0 0.0 0.0
C -0.402455 -0.842410 -1.074807 -0.1 0.0 -0.1
H 3.018365 -2.811249 -2.981720 0.0 0.0 0.0
H 3.016726 -1.059399 -3.270785 0.0 0.0 0.0
H 4.531723 -1.889505 -2.865877 0.0 0.0 0.0
H 4.576340 -0.178984 -1.346886 0.0 0.0 0.0
H 4.360978 -0.995419 0.211583 0.0 0.0 0.0
H 3.347443 1.181353 0.375657 0.0 0.0 0.0
H 2.098152 -0.058771 0.414381 0.0 0.0 0.0
H 1.911767 0.389759 -2.036249 0.0 0.0 0.0
H 0.806656 2.457247 -1.997201 0.0 0.0 0.0
H 1.533654 2.802021 -0.433509 0.0 0.0 0.0
H -0.758638 2.248229 -0.139527 0.0 0.0 0.0
H 0.188112 0.949142 0.591113 0.0 0.0 0.0
H -0.040339 -1.094140 -0.073100 0.0 0.0 0.0
H 0.384715 -1.077053 -1.797649 0.1 0.0 0.1
H -1.264072 -1.469322 -1.305122 0.0 0.0 0.0
C 2.639078 -0.774236 3.273253 0.0 0.1 0.0
O 1.805122 0.334443 2.995393 0.0 -0.1 0.0
C 0.511577 0.252391 3.584942 0.0 0.0 0.0
C 0.342926 1.282694 4.679038 0.0 0.0 0.0
N 1.195305 0.987592 5.817194 0.1 0.0 -0.1
C 1.206670 2.002695 6.861499 0.0 -0.1 0.1
C 1.710775 3.395409 6.501302 0.0 0.0 0.0
O 3.092516 3.448595 6.199732 0.0 -0.1 0.0
C 3.435729 3.184406 4.855080 0.0 0.0 0.0
H 3.520183 -0.689709 2.639012 0.0 0.0 0.0
H 2.954129 -0.789689 4.321897 0.0 -0.1 0.0
H 2.133467 -1.718228 3.047438 0.0 0.0 0.0
H 0.339334 -0.754933 3.976078 0.0 0.0 0.0
H -0.228372 0.447118 2.803542 0.0 0.0 0.0
H -0.701404 1.270618 5.008278 0.0 0.0 0.0
H 0.532695 2.271009 4.235445 0.0 0.0 0.0
H 2.141031 0.829862 5.493423 0.0 0.0 0.0
H 1.823620 1.627930 7.681372 0.0 0.0 0.0
H 0.187560 2.103914 7.251182 0.0 0.0 0.0
H 1.568215 4.033716 7.376557 0.0 0.0 0.0
H 1.134838 3.838103 5.678824 0.0 0.0 0.0
H 2.669119 3.554525 4.166681 0.0 0.0 0.0
H 3.585837 2.118054 4.660080 0.0 0.0 0.0
H 4.371344 3.703411 4.649292 0.0 0.0 0.0
```
Forces are in eV/Å.

## Properties
LUMO level (eV): 0.60
HOMO level (eV): -8.6
Multiplicity: 1
SMILES string: CC(C)CB1OBOBO1.COCCNCCOC.COCCNCCOC

Here are the Löwdin charges for atoms 1 to 4, given in e: number 1, C, carries -0.06; number 2, C, carries -0.42; number 3, C, carries -0.07; number 4, C, carries -0.04

=====

Density functional theory data (the ωB97M-V functional and the def2-TZVPD basis) for a cluster of 3 separate species, C16H42BO10P2 in total in a non-equilibrium geometry.

The geometry in XYZ format:
```
71
Properties=species:S:1:pos:R:3:forces:R:3
B 1.874768 -2.390366 10.525486 0.9 -0.5 -0.1
O 1.759491 -2.233437 9.028511 -0.9 0.5 0.8
C 0.678651 -1.493213 8.589555 0.5 -0.3 -1.8
C -0.135487 -2.363554 7.556803 0.4 0.2 1.8
O 0.774801 -3.151334 6.800191 -1.1 0.5 -0.7
C 0.827821 -2.804854 5.439242 1.0 -0.6 -0.6
C 2.046658 -1.916736 5.075093 -0.6 -0.1 -0.4
H 1.038251 -1.782611 11.169246 -0.3 0.3 0.0
H 1.823087 -3.582432 10.825443 -0.2 -0.2 0.1
H 3.005711 -2.023512 10.850700 0.1 0.2 0.2
H 1.082874 -0.630426 8.002855 -0.4 0.1 0.3
H 0.016449 -1.127194 9.388939 0.1 -0.1 -0.1
H -0.755031 -3.043118 8.166891 0.1 0.0 -0.3
H -0.802616 -1.744038 6.935055 0.2 -0.1 0.0
H -0.112280 -2.379847 5.048868 0.2 0.1 0.3
H 0.970864 -3.749290 4.881222 -0.1 0.2 0.2
H 1.780674 -0.851758 5.055774 0.2 -0.2 0.2
H 2.883016 -2.093034 5.759625 -0.3 0.0 0.0
H 2.348093 -2.195135 4.052658 0.0 0.2 0.2
O 1.012236 -2.508947 1.458360 3.7 -0.3 -1.0
P 0.968775 -2.462667 -0.037855 -7.3 0.8 -1.2
O 0.322997 -0.971868 -0.310941 0.5 -0.3 0.4
C 1.156892 0.160870 -0.116089 0.2 0.3 -0.1
C 2.241468 0.233829 -1.178617 0.2 0.0 0.0
O -0.345033 -3.423597 -0.260227 0.7 -0.3 -0.3
C -0.822797 -4.292430 0.768822 -0.3 0.0 0.3
C -1.921250 -3.624794 1.572123 -0.2 0.1 -0.1
O 1.396241 -2.616845 -1.630146 2.5 -0.3 2.1
C 0.473314 -2.970030 -2.661831 -0.5 -0.3 -0.7
C -0.696600 -2.018033 -2.798755 -0.2 0.2 0.2
H 1.606078 0.136268 0.881636 -0.1 0.0 0.0
H 0.513431 1.040894 -0.164729 -0.1 -0.1 0.0
H 2.940226 -0.598360 -1.062372 0.1 0.1 0.0
H 2.805424 1.165235 -1.095687 0.0 0.0 0.1
H 1.828426 0.166709 -2.185903 -0.1 0.0 0.1
H -0.007012 -4.628268 1.406954 0.0 0.2 0.0
H -1.221662 -5.182088 0.275287 0.0 0.1 -0.2
H -1.637407 -2.623684 1.896557 0.2 -0.1 0.1
H -2.172390 -4.218839 2.452005 0.0 0.0 0.0
H -2.820455 -3.514226 0.961713 0.0 -0.1 0.0
H 0.130925 -3.996973 -2.535165 0.0 0.1 0.2
H 1.052253 -2.959799 -3.588731 0.3 0.1 0.2
H -1.346857 -2.053945 -1.927692 0.0 -0.1 0.0
H -1.297885 -2.289200 -3.669705 0.2 -0.1 -0.1
H -0.370644 -0.984081 -2.913865 0.1 -0.1 -0.1
O -0.567196 1.507263 -4.478367 3.8 0.0 1.8
P -0.189225 2.966289 -4.589519 -7.0 2.2 -3.8
O -1.543539 3.577647 -3.861001 0.6 -0.1 0.5
C -1.639078 3.500657 -2.437246 -0.1 0.0 0.2
C -0.684561 4.455052 -1.740303 0.1 0.0 0.0
O -0.585678 3.136966 -6.178945 1.0 0.3 0.2
C -0.654801 2.020699 -7.064600 -0.3 -0.2 -0.2
C -2.074571 1.497822 -7.163083 -0.2 0.1 0.0
O 0.512421 4.468486 -4.566413 1.8 -2.3 1.5
C 0.213364 5.516960 -5.494740 0.2 0.6 -0.7
C -1.227081 5.979595 -5.509843 -0.3 -0.2 0.1
H -1.461904 2.471306 -2.110265 -0.1 0.0 0.0
H -2.666635 3.756626 -2.177821 0.0 0.0 -0.2
H 0.356067 4.162542 -1.904798 0.0 0.0 0.1
H -0.866588 4.463184 -0.664624 0.0 0.0 0.0
H -0.799012 5.468364 -2.125692 0.0 0.0 0.0
H 0.041383 1.239076 -6.763880 -0.1 0.0 0.2
H -0.327506 2.371245 -8.046420 0.0 0.2 0.1
H -2.522121 1.347328 -6.180747 0.2 -0.1 0.1
H -2.101619 0.552950 -7.708418 0.0 0.0 0.0
H -2.705618 2.217615 -7.688608 0.0 0.0 0.0
H 0.550080 5.238329 -6.493051 -0.1 -0.2 0.0
H 0.840070 6.357726 -5.188274 0.1 -0.2 0.3
H -1.905240 5.213553 -5.880532 0.1 0.0 0.0
H -1.325344 6.850435 -6.161582 0.2 0.0 0.0
H -1.560555 6.253045 -4.508531 0.0 0.1 0.0
```
Forces are in eV/Å.

## Properties
LUMO level (eV): -0.15
HOMO level (eV): -3.1
Charge: -1
Multiplicity: 1

Here are the Löwdin charges for atoms 1 to 4, given in e: number 1, B, carries -0.52; number 2, O, carries -0.23; number 3, C, carries -0.30; number 4, C, carries -0.19

=====

Kohn-Sham gap per entry: 9.90 9.20 2.97 eV
DFT total energy per entry: -2896.9712 -1345.1567 -2094.7709 a.u.